<i>
Molecular formula: C3H14N2O
Method: DFT, ωB97M-V/def2-TZVPD

Summary:
LUMO	-8.98	eV
gap between HOMO and LUMO	0.411	Ha

```
! wB97M-V def2-TZVPD RIJCOSX def2/J DEFGRID3
* xyz 2 1
C 0.661 0.796 0.189
C 0.843 -0.380 -0.699
C -0.463 -1.038 -0.679
N -0.661 -2.691 -1.901
N -0.302 0.632 1.347
H 0.610 1.820 -0.375
H 1.487 1.096 0.872
H 1.858 -1.118 -0.551
H 0.935 0.001 -1.736
H -0.794 -1.740 0.160
H -1.204 -0.683 -1.431
H -1.420 -3.269 -1.715
H -0.430 -2.735 -2.952
H -0.061 -3.395 -1.590
H 0.197 0.054 2.086
H -1.160 0.250 1.156
H -0.386 1.760 1.766
H 0.361 3.728 2.746
H -0.179 3.709 1.291
O 0.110 3.202 2.019
*
```



<ii>
Molecular formula: C3H14N2O
Method: DFT, ωB97M-V/def2-TZVPD

Summary:
LUMO	-6.72	eV
gap between HOMO and LUMO	0.473	Ha

```
! wB97M-V def2-TZVPD RIJCOSX def2/J DEFGRID3
* xyz 2 1
C 1.093 0.825 0.659
C 0.223 0.384 -0.533
C -0.937 1.260 -0.823
N -2.266 0.531 -1.143
N 2.212 -0.163 0.764
H 0.553 0.794 1.613
H 1.275 1.909 0.437
H -0.069 -0.682 -0.342
H 1.006 0.272 -1.296
H -1.167 1.986 0.006
H -0.763 1.861 -1.731
H -3.014 1.239 -1.160
H -2.318 0.038 -2.040
H -2.515 -0.044 -0.335
H 2.684 -0.094 1.685
H 2.884 0.002 0.010
H 1.810 -1.112 0.781
H -0.072 -3.113 0.509
H -0.703 -2.491 1.665
O -0.186 -2.224 0.886
*
```



Energies relative to the minimum, kcal/mol: <i> 80.5; <ii> 0.0



<i>
Molecular formula: C4H10S
Method: DFT, ωB97M-V/def2-TZVPD

Summary:
LUMO	-0.96	eV
gap between HOMO and LUMO	0.207	Ha

```
! wB97M-V def2-TZVPD RIJCOSX def2/J DEFGRID3
* xyz 0 1
C -1.052 -0.343 -1.691
C 1.364 0.542 -1.783
C -0.004 0.704 -1.601
S 0.047 -0.383 1.447
C -0.160 -0.459 3.269
H -0.938 -1.101 -0.910
H -2.030 0.105 -1.568
H -1.024 -0.829 -2.669
H 1.913 -0.366 -1.532
H 1.997 1.407 -1.601
H 0.817 0.477 -0.590
H -0.323 1.734 -1.649
H -0.691 0.418 3.632
H -0.711 -1.376 3.465
H 0.795 -0.530 3.780
*
```



<ii>
Molecular formula: C4H10S
Method: DFT, ωB97M-V/def2-TZVPD

Summary:
LUMO	0.81	eV
SMILES	C=C(C)S.C
gap between HOMO and LUMO	0.334	Ha

```
! wB97M-V def2-TZVPD RIJCOSX def2/J DEFGRID3
* xyz 0 1
C 0.668 1.661 0.733
C -0.208 1.106 -0.196
C 0.128 0.945 -1.615
S -1.866 0.660 0.077
H 1.503 2.306 0.534
H 0.543 1.501 1.794
H 0.679 0.053 -1.383
H 0.699 1.755 -1.943
H -0.755 0.764 -2.266
H -1.882 0.777 1.365
C 0.071 -2.204 0.458
H -0.375 -1.268 0.671
H 0.055 -3.073 -0.232
H -0.413 -2.937 1.246
H 1.154 -2.046 0.757
*
```



Energies relative to the minimum, kcal/mol: <i> 43.5; <ii> 0.0



<i>
Molecular formula: C4H10S
Method: DFT, ωB97M-V/def2-TZVPD

Summary:
LUMO	1.00	eV
SMILES	C=C.CSC
gap between HOMO and LUMO	0.353	Ha

```
! wB97M-V def2-TZVPD RIJCOSX def2/J DEFGRID3
* xyz 0 1
C -2.609 -1.097 -0.192
C -1.808 -1.631 0.790
H -2.915 -0.063 -0.060
H -3.042 -1.717 -0.945
H -1.334 -0.970 1.580
H -1.606 -2.726 0.713
C 1.496 -0.777 -0.065
S 1.149 0.987 0.444
C 0.441 1.474 -1.136
H 2.544 -0.924 -0.230
H 0.936 -1.005 -0.965
H 1.146 -1.495 0.716
H 1.219 1.786 -1.971
H -0.505 1.012 -1.466
H 0.062 2.493 -0.857
*
```



<ii>
Molecular formula: C4H10S
Method: DFT, ωB97M-V/def2-TZVPD

Summary:
LUMO	-2.67	eV
gap between HOMO and LUMO	0.242	Ha

```
! wB97M-V def2-TZVPD RIJCOSX def2/J DEFGRID3
* xyz 0 1
C 0.731 1.564 -1.095
C 0.669 0.184 -0.480
C -0.444 -0.084 0.515
C -0.344 -1.292 1.408
S -2.405 -1.388 -1.260
H 1.310 2.275 -0.504
H -0.256 2.039 -1.134
H 1.101 1.605 -2.114
H 0.785 -0.598 -1.234
H 1.576 -0.030 0.113
H -0.622 0.833 1.073
H -1.349 -0.237 -0.164
H 0.141 -2.096 0.845
H 0.406 -1.194 2.200
H -1.299 -1.581 1.831
*
```



Energies relative to the minimum, kcal/mol: <i> 0.0; <ii> 42.5



<i>
Molecular formula: C4H9N3
Method: DFT, ωB97M-V/def2-TZVPD

Summary:
LUMO (alpha / beta)	-12.34 / -10.56	eV
gap between HOMO and LUMO (alpha / beta)	0.193 / 0.318	Ha

```
! wB97M-V def2-TZVPD RIJCOSX def2/J DEFGRID3
* xyz 2 1
C 2.813 -1.719 -0.438
C -0.640 1.796 -0.399
C -0.340 -0.124 0.846
C -1.660 -0.089 -1.221
N 2.254 -0.833 0.117
N -0.358 0.297 1.999
N -0.900 0.533 -0.202
H 2.843 -2.797 -0.414
H 3.519 -1.614 -1.317
H -0.827 2.175 -1.440
H -0.204 2.258 0.353
H -2.711 -0.130 -0.876
H -1.366 -1.011 -1.613
H -1.702 0.470 -2.140
H 0.280 -0.166 2.631
H -0.939 1.017 2.373
*
```



<ii>
Molecular formula: C4H9N3
Method: DFT, ωB97M-V/def2-TZVPD

Summary:
LUMO	-10.03	eV
SMILES	C[C@@H]1NC=[NH+]C1=[NH2+]
gap between HOMO and LUMO	0.399	Ha

```
! wB97M-V def2-TZVPD RIJCOSX def2/J DEFGRID3
* xyz 2 1
C 1.302 1.180 0.478
C 0.281 0.546 -0.421
N -1.094 1.236 -0.191
C -1.802 0.251 0.357
N -1.151 -0.951 0.320
C 0.087 -0.883 -0.153
N 0.818 -1.924 -0.389
H 1.179 0.591 1.462
H 1.093 2.321 0.532
H 2.333 1.100 0.084
H 0.446 0.487 -1.495
H -1.204 2.234 -0.534
H -2.908 0.352 0.469
H -1.658 -1.804 0.722
H 1.685 -1.822 -0.899
H 0.593 -2.913 -0.342
*
```



Energies relative to the minimum, kcal/mol: <i> 149.5; <ii> 0.0



<i>
Molecular formula: C4H4O2
Method: DFT, ωB97M-V/def2-TZVPD

Summary:
LUMO	0.72	eV
SMILES	Oc1ccco1
gap between HOMO and LUMO	0.343	Ha

```
! wB97M-V def2-TZVPD RIJCOSX def2/J DEFGRID3
* xyz 0 1
O 0.502 -1.936 1.137
C -0.007 -0.913 0.285
C 0.376 -0.496 -0.911
C -0.184 0.923 -1.021
C -0.537 1.291 0.261
O -0.405 0.273 1.103
H -0.008 -1.894 2.031
H 0.963 -1.237 -1.512
H 0.055 1.713 -1.908
H -0.754 2.277 0.535
*
```



<ii>
Molecular formula: C4H4O2
Method: DFT, ωB97M-V/def2-TZVPD

Summary:
LUMO	-0.37	eV
SMILES	O=CC#CCO
gap between HOMO and LUMO	0.360	Ha

```
! wB97M-V def2-TZVPD RIJCOSX def2/J DEFGRID3
* xyz 0 1
O 2.205 0.791 0.483
C 2.012 -0.109 -0.308
C 0.700 -0.419 -0.800
C -0.506 -0.628 -0.809
C -1.259 0.387 0.028
O -1.953 -0.197 1.088
H 2.786 -0.777 -0.689
H -0.464 1.060 0.384
H -1.917 0.976 -0.605
H -1.605 -1.085 1.229
*
```



<iii>
Molecular formula: C4H4O2
Method: DFT, ωB97M-V/def2-TZVPD

Summary:
LUMO	0.28	eV
gap between HOMO and LUMO	0.344	Ha

```
! wB97M-V def2-TZVPD RIJCOSX def2/J DEFGRID3
* xyz 0 1
O -0.184 2.390 0.180
C -0.165 1.178 0.159
C -1.094 0.197 0.631
C 0.277 -1.017 -0.095
O 0.683 -0.587 -1.352
C 0.990 0.234 -0.210
H -0.916 -0.865 -0.137
H -2.165 0.091 0.455
H 0.532 -1.978 0.336
H 2.041 0.358 0.034
*
```



<iv>
Molecular formula: C4H4O2
Method: DFT, ωB97M-V/def2-TZVPD

Summary:
LUMO	0.95	eV
gap between HOMO and LUMO	0.394	Ha

```
! wB97M-V def2-TZVPD RIJCOSX def2/J DEFGRID3
* xyz 0 1
O -1.527 -1.532 -0.554
C -0.578 -0.797 -0.469
C 0.598 -0.758 0.523
C 0.372 0.757 0.424
O 0.870 1.160 -0.822
C -0.465 0.672 -0.808
H 1.536 -1.109 0.079
H 0.437 -1.253 1.483
H -0.003 1.462 1.167
H -1.239 1.397 -1.023
*
```



Energies relative to the minimum, kcal/mol: <i> 0.0; <ii> 45.0; <iii> 83.5; <iv> 7.3



<i>
Molecular formula: C4H4O2
Method: DFT, ωB97M-V/def2-TZVPD

Summary:
LUMO	0.46	eV
gap between HOMO and LUMO	0.373	Ha

```
! wB97M-V def2-TZVPD RIJCOSX def2/J DEFGRID3
* xyz 0 1
O 2.256 -0.981 0.177
C 1.267 -0.316 0.145
O 1.182 1.041 -0.041
C -0.212 1.252 0.240
C -0.875 0.274 -0.681
C -0.193 -0.567 0.392
H -0.350 0.314 1.284
H -1.963 0.250 -0.640
H -0.461 0.194 -1.683
H -0.650 -1.461 0.808
*
```



<ii>
Molecular formula: C4H4O2
Method: DFT, ωB97M-V/def2-TZVPD

Summary:
LUMO	0.85	eV
SMILES	O=C1C[C@H]2O[C@@H]12
gap between HOMO and LUMO	0.392	Ha

```
! wB97M-V def2-TZVPD RIJCOSX def2/J DEFGRID3
* xyz 0 1
O 1.718 -0.214 -1.505
C 0.817 -0.096 -0.725
C 0.123 1.104 -0.038
C -0.514 0.061 0.918
O -1.259 -0.874 -0.243
C 0.068 -1.080 0.159
H -0.608 1.688 -0.596
H 0.882 1.777 0.385
H -1.620 -0.368 0.996
H 0.358 -2.073 0.474
*
```



Energies relative to the minimum, kcal/mol: <i> 0.0; <ii> 17.8



<i>
Molecular formula: C8H14
Method: DFT, ωB97M-V/def2-TZVPD

Summary:
LUMO	0.96	eV
SMILES	C=C(C)C(C)=C(C)C
gap between HOMO and LUMO	0.363	Ha

```
! wB97M-V def2-TZVPD RIJCOSX def2/J DEFGRID3
* xyz 0 1
C -1.886 0.880 -1.205
C -1.434 0.213 -0.156
C -2.238 -0.072 1.072
C 0.160 -0.557 -0.216
C 0.104 -1.989 -0.593
C 0.973 0.366 0.119
C 1.017 1.800 0.475
C 2.600 -0.378 0.015
H -1.280 1.047 -2.084
H -2.924 1.191 -1.287
H -2.267 -1.144 1.277
H -1.788 0.412 1.941
H -3.267 0.284 0.975
H 0.613 -2.609 0.146
H 0.577 -2.145 -1.562
H -0.933 -2.315 -0.658
H 1.470 2.378 -0.331
H 0.019 2.182 0.678
H 1.635 1.936 1.364
H 2.638 -1.338 0.520
H 2.944 -0.457 -1.014
H 3.268 0.313 0.525
*
```



<ii>
Molecular formula: C8H14
Method: DFT, ωB97M-V/def2-TZVPD

Summary:
LUMO	1.00	eV
SMILES	C=C(/C=C/C)CCC
gap between HOMO and LUMO	0.346	Ha

```
! wB97M-V def2-TZVPD RIJCOSX def2/J DEFGRID3
* xyz 0 1
C -0.303 1.916 -0.447
C -0.034 0.664 -0.022
C -0.954 -0.057 0.740
C -0.851 -0.593 1.912
C -1.991 -0.970 2.816
C 1.379 0.132 -0.077
C 1.738 0.035 -1.688
C 0.692 -0.595 -2.508
H -1.325 2.433 -0.385
H 0.349 2.574 -0.848
H -1.974 0.069 0.424
H 0.156 -0.900 2.221
H -2.590 -0.096 3.044
H -1.579 -1.226 3.783
H -2.665 -1.827 2.531
H 2.103 1.006 0.231
H 1.682 -0.894 0.309
H 2.080 1.125 -2.121
H 2.765 -0.376 -1.685
H -0.301 -0.227 -2.255
H 0.681 -1.684 -2.425
H 0.941 -0.510 -3.552
*
```



<iii>
Molecular formula: C8H14
Method: DFT, ωB97M-V/def2-TZVPD

Summary:
LUMO	1.04	eV
SMILES	C=C/C(=C/C)CCC
gap between HOMO and LUMO	0.343	Ha

```
! wB97M-V def2-TZVPD RIJCOSX def2/J DEFGRID3
* xyz 0 1
C 2.782 0.507 1.174
C 1.729 1.130 0.674
C 0.850 0.413 -0.314
C 1.225 -0.611 -1.166
C 0.380 -1.400 -2.145
C -0.557 0.829 -0.292
C -1.228 -0.125 0.752
C -2.677 0.207 1.164
H 2.746 -0.533 1.015
H 3.373 0.957 1.813
H 1.419 2.168 0.764
H 2.268 -0.782 -1.248
H 0.479 -0.970 -3.112
H -0.771 -1.341 -1.949
H 0.675 -2.411 -1.974
H -0.570 1.787 0.158
H -1.114 0.595 -1.205
H -1.309 -1.087 0.364
H -0.626 -0.171 1.730
H -3.233 0.677 0.417
H -3.084 -0.840 1.387
H -2.757 1.001 1.996
*
```



<iv>
Molecular formula: C8H14
Method: DFT, ωB97M-V/def2-TZVPD

Summary:
LUMO	1.16	eV
SMILES	C=C1[C@@H](C)[C@@H]1CCC
gap between HOMO and LUMO	0.390	Ha

```
! wB97M-V def2-TZVPD RIJCOSX def2/J DEFGRID3
* xyz 0 1
C -0.102 1.711 1.558
C 0.519 0.851 0.783
C 1.734 0.526 0.147
C 2.916 0.053 0.913
C 0.423 -0.358 0.062
C -0.250 -0.492 -1.268
C -1.742 -0.162 -1.262
C -2.575 -1.138 -0.447
H 0.408 2.591 1.934
H -1.137 1.559 1.845
H 2.006 1.158 -0.689
H 3.289 0.842 1.575
H 2.694 -0.831 1.518
H 3.724 -0.210 0.221
H 0.359 -1.260 0.658
H 0.241 0.156 -2.005
H -0.106 -1.519 -1.627
H -2.101 -0.184 -2.298
H -1.910 0.856 -0.893
H -2.386 -2.171 -0.753
H -2.362 -1.047 0.622
H -3.641 -0.933 -0.595
*
```



Energies relative to the minimum, kcal/mol: <i> 21.8; <ii> 23.0; <iii> 16.7; <iv> 0.0



<i>
Molecular formula: C2H3BrN
Method: DFT, ωB97M-V/def2-TZVPD

Summary:
LUMO	-4.53	eV
SMILES	[NH3+]C#CBr
gap between HOMO and LUMO	0.359	Ha

```
! wB97M-V def2-TZVPD RIJCOSX def2/J DEFGRID3
* xyz 1 1
N 0.626 -0.500 0.743
C -0.086 0.083 -0.341
C -0.707 0.945 -1.225
Br -2.046 1.605 -2.144
H -0.040 -1.268 0.823
H 0.683 0.119 1.542
H 1.570 -0.985 0.601
*
```



<ii>
Molecular formula: C2H3BrN
Method: DFT, ωB97M-V/def2-TZVPD

Summary:
LUMO (alpha / beta)	-6.09 / -6.62	eV
gap between HOMO and LUMO (alpha / beta)	0.233 / 0.297	Ha

```
! wB97M-V def2-TZVPD RIJCOSX def2/J DEFGRID3
* xyz 1 1
C -1.036 -1.394 0.145
C -3.344 0.637 0.159
N -0.285 -0.206 0.062
Br -4.927 -0.045 0.127
H 0.608 -0.526 -0.021
H -0.743 0.337 0.750
H -0.451 0.173 -0.936
*
```



Energies relative to the minimum, kcal/mol: <i> 0.0; <ii> 143.1